Formula: C5H8NO3S
Source: the OMol25 dataset
Level of theory: ωB97M-V with the def2-TZVPD basis set

The geometry in XYZ format:
```
18
C5H8NO3S ωB97M-V with the def2-TZVPD basis set
C 1.65 0.60 0.30
C 0.21 0.67 -0.51
C -0.41 -0.61 0.05
C -0.71 -1.71 -1.00
C -1.75 -0.44 0.77
N 1.66 -0.42 1.03
O 2.51 2.78 1.51
O 2.16 2.87 -0.97
O 0.47 -1.16 1.06
S 2.82 2.20 0.20
H -0.40 1.49 -0.16
H 0.36 0.38 -1.53
H -0.97 -2.45 -0.30
H 0.14 -1.85 -1.58
H -1.52 -1.31 -1.61
H -2.02 -1.37 1.21
H -2.47 -0.14 0.02
H -1.73 0.47 1.52
```

## Properties
- energy relative to the best compared isomer or geometry (same formula, charge and spin) (kJ/mol) = 197.7
- net charge = -1
- lowest unoccupied orbital energy (eV) = 3.4
- E_tot (eV) = -23780.898



Formula: C5H8NO4P
Source: the OMol25 dataset
Level of theory: ωB97M-V with the def2-TZVPD basis set

The geometry in XYZ format:
```
19
C5H8NO4P ωB97M-V with the def2-TZVPD basis set
C 2.20 -0.35 1.01
C 1.04 1.27 0.81
C -0.34 0.65 0.64
C -0.08 -0.81 0.26
C 0.04 -0.98 -1.27
N 1.24 -1.24 0.70
O 1.38 -2.52 0.65
O 2.86 0.52 -1.37
O 4.42 1.30 0.51
O 4.40 -1.16 -0.15
P 3.70 0.13 -0.15
H 1.15 2.07 1.60
H 1.53 1.62 -0.10
H -0.96 0.58 1.55
H -0.92 0.96 -0.13
H -0.98 -1.46 0.41
H 0.76 -0.31 -1.77
H -0.95 -0.75 -1.74
H 0.50 -2.02 -1.46
```

## Properties
- energy relative to the best compared isomer or geometry (same formula, charge and spin) (kJ/mol) = 277.0
- net charge = -2
- lowest unoccupied orbital energy (eV) = 6.2
- E_tot (eV) = -24280.596



Formula: C5H8NOS
Source: the OMol25 dataset
Level of theory: ωB97M-V with the def2-TZVPD basis set

The geometry in XYZ format:
```
16
C5H8NOS ωB97M-V with the def2-TZVPD basis set
O 1.24 -0.22 -1.82
C 0.63 0.45 -0.56
S 1.78 1.92 -0.18
C -0.82 0.82 -0.68
C -1.76 0.14 -0.07
C -1.39 -0.96 0.82
C -0.13 -1.28 1.18
N 0.98 -0.65 0.44
H 1.05 0.18 -2.68
H 1.21 2.86 0.49
H -1.04 1.64 -1.28
H -2.90 0.07 -0.20
H -2.12 -1.33 1.49
H 0.20 -1.93 1.94
H 1.53 -0.33 1.21
H 1.53 -1.37 -0.10
```

## Properties
- SMILES = O[C@@]1(S)C=CC=C[NH2+]1
- energy relative to the best compared isomer or geometry (same formula, charge and spin) (kJ/mol) = 254.0
- net charge = +1
- lowest unoccupied orbital energy (eV) = -4.4
- E_tot (eV) = -19678.148



Formula: C5H8NOS
Source: the OMol25 dataset
Level of theory: ωB97M-V with the def2-TZVPD basis set

The geometry in XYZ format:
```
16
C5H8NOS ωB97M-V with the def2-TZVPD basis set
N 0.82 -1.52 -0.18
C -0.19 -0.44 -0.28
C -0.96 -0.49 -1.59
O -0.82 -1.47 -2.26
C 0.40 1.00 -0.20
C 0.16 1.52 1.21
C -0.69 0.80 1.93
S -1.28 -0.63 1.12
H 0.76 -1.95 -1.25
H 0.46 -2.21 0.34
H 1.74 -1.11 0.02
H -1.62 0.26 -1.85
H 0.02 1.83 -0.87
H 1.40 1.03 -0.35
H 0.76 2.38 1.31
H -0.96 1.01 2.89
```

## Properties
- SMILES = [NH3+][C@]1(C=O)CC=CS1
- energy relative to the best compared isomer or geometry (same formula, charge and spin) (kJ/mol) = 202.6
- net charge = +1
- lowest unoccupied orbital energy (eV) = -3.8
- E_tot (eV) = -19678.681



Formula: C5H8O
Source: the OMol25 dataset
Level of theory: ωB97M-V with the def2-TZVPD basis set

The geometry in XYZ format:
```
14
C5H8O ωB97M-V with the def2-TZVPD basis set
O 0.37 1.17 1.54
C 0.07 1.01 0.27
C -1.24 0.20 -0.06
C -0.54 -1.17 -0.17
C 0.69 -0.80 0.64
C 0.85 1.40 -0.82
H -1.91 0.24 0.80
H -1.76 0.50 -0.97
H -1.08 -2.03 0.25
H -0.26 -1.39 -1.21
H 1.69 -0.88 0.22
H 0.62 -0.97 1.71
H 1.82 1.86 -0.66
H 0.56 1.12 -1.83
```

## Properties
- energy relative to the best compared isomer or geometry (same formula, charge and spin) (kJ/mol) = 469.7
- lowest unoccupied orbital energy (alpha / beta) (eV) = -0.9 / -0.5
- E_tot (eV) = -7357.387



Formula: C5H8O
Source: the OMol25 dataset
Level of theory: ωB97M-V with the def2-TZVPD basis set

The geometry in XYZ format:
```
14
C5H8O ωB97M-V with the def2-TZVPD basis set
C -1.99 0.69 -0.07
C -2.55 -0.41 0.42
C 1.98 0.60 -0.50
C 1.52 -0.83 -0.66
O 1.36 -0.89 0.80
C 1.77 0.43 0.81
H -2.02 0.93 -1.13
H -1.46 1.40 0.57
H -2.52 -0.64 1.48
H -3.08 -1.11 -0.21
H 0.53 -0.98 -1.12
H 2.24 -1.56 -1.02
H 1.81 1.00 1.73
H 2.42 1.37 -1.10
```

## Properties
- energy relative to the best compared isomer or geometry (same formula, charge and spin) (kJ/mol) = 317.4
- lowest unoccupied orbital energy (eV) = 1.2
- E_tot (eV) = -7358.965